(1)
This record from OMol25 describes a structure of composition C24H26AlF6N5SSb. The level of theory is wB97M-V/def2-TZVPD.

Geometry as XYZ:
```
64
C24H26AlF6N5SSb (wB97M-V/def2-TZVPD)
Al 0.55786 -0.70580 -0.38234
C -1.84305 1.99560 -1.52460
C -1.80071 1.14802 -0.25141
C -1.28439 1.93294 0.91988
C -2.00221 3.03019 1.34313
C -1.53163 3.85141 2.36956
C -0.28744 3.61581 2.92017
C 0.47544 2.51690 2.54598
C 1.89755 2.47604 2.99591
C 2.07758 2.39164 4.51670
C -0.09238 1.57353 1.61656
N 0.48894 0.37638 1.33065
C 1.29611 -0.24896 2.18393
C 2.12092 -1.25141 1.70158
C 3.15740 -2.00338 2.30724
C 3.77054 -2.71424 1.30331
C 3.08989 -2.40617 0.10358
N 2.10595 -1.54139 0.32503
H -2.22896 1.41291 -2.35816
H -0.85074 2.35929 -1.77901
H -2.48238 2.86299 -1.39356
H -1.13036 0.27898 -0.44539
H -2.79568 0.75270 -0.02480
H -2.94607 3.26232 0.87272
H -2.10984 4.70843 2.67947
H 0.13355 4.33014 3.61112
H 2.35074 3.41937 2.66961
H 2.45398 1.68243 2.49714
H 1.69315 3.27862 5.01226
H 3.13756 2.31678 4.74428
H 1.56746 1.52634 4.93564
H 1.29042 -0.01646 3.24298
H 3.41958 -1.98856 3.34689
H 4.61459 -3.37153 1.38945
H 3.28873 -2.78897 -0.88131
C -3.33544 -4.00410 1.09770
N -3.18610 -3.27590 -0.13503
C -4.10251 -3.21637 -1.14678
C -3.56583 -2.49723 -2.15466
N -2.28924 -2.10778 -1.77079
C -2.09268 -2.58283 -0.49737
S -0.79348 -2.36630 0.56834
C -1.32325 -1.60583 -2.64887
C -1.61937 -1.38994 -3.99455
C -0.59912 -1.07203 -4.87362
C 0.71184 -1.06542 -4.41084
C 0.91525 -1.21471 -3.05925
N -0.07901 -1.40626 -2.17902
H -4.31129 -4.48281 1.10795
H -3.24868 -3.33754 1.95553
H -2.55628 -4.76312 1.18196
H -5.06653 -3.68057 -1.07704
H -3.99811 -2.24837 -3.09822
H -2.62631 -1.46978 -4.36485
H -0.82321 -0.85230 -5.90499
H 1.54790 -0.91043 -5.07235
H 1.90809 -1.15133 -2.62574
F 1.09295 0.70316 -1.21926
Sb 2.91835 1.97414 -1.70976
F 3.67672 0.30403 -1.18859
F 2.64855 1.19010 -3.41623
F 4.46971 2.97085 -1.81847
F 1.53072 3.17993 -2.12393
F 2.59426 2.31588 0.13452
```

Properties
**Spin multiplicity**: 2
**Total energy**: -2683.74211 Eh
**F_max**: 0.0283 Eh/bohr
**Net charge**: +2

(2)
This record from OMol25 describes a cluster of 14 separate species, C95H214F6N10O12 in total. The level of theory is wB97M-V/def2-TZVPD.

Geometry as XYZ:
```
337
C95H214F6N10O12 (wB97M-V/def2-TZVPD)
C 10.52087 0.19876 -10.26254
C 10.10339 1.61310 -10.37115
C 9.94899 2.17563 -8.01153
N 9.27028 3.34127 -8.06263
C 7.75815 3.36788 -8.49307
C 9.31043 3.48156 -6.40050
C 9.20170 4.94133 -6.33855
C 9.75302 5.64141 -7.62528
C 10.09445 4.55542 -8.54539
H 11.12516 -0.03140 -9.50056
H 10.35347 -0.16666 -11.38070
H 9.57412 -0.18200 -9.81198
H 9.04418 1.92675 -10.78596
H 10.96163 2.26102 -10.74132
H 11.01010 2.17682 -7.64710
H 9.34120 1.29556 -7.69748
H 7.69613 3.15971 -9.62470
H 7.41550 4.36710 -8.26573
H 7.26683 2.48706 -8.06919
H 8.51995 2.87800 -6.03032
H 10.28360 3.12726 -5.99442
H 8.11956 5.25020 -6.18739
H 9.75846 5.22384 -5.45049
H 8.88555 6.21388 -8.00204
H 10.61460 6.28846 -7.38095
H 9.79335 4.62075 -9.64152
H 11.15567 4.26296 -8.50335
C 2.93699 8.59666 5.20423
C 3.56150 9.59437 4.18176
C 2.88557 10.94514 4.29804
C 1.43698 10.88432 4.00774
N 0.73215 12.17781 3.70334
C 1.21530 12.89195 2.46132
C 1.55759 14.34087 2.79351
C 0.87014 14.53669 4.24667
C 0.90523 13.16965 4.89159
C -0.73751 11.93170 3.45395
C -1.07435 10.71826 2.59022
C -2.33047 10.91026 1.70666
H 3.33914 7.54023 5.30105
H 1.91267 8.44690 4.87939
H 2.94112 9.04275 6.18772
H 3.43181 9.16470 3.17920
H 4.64696 9.70802 4.18511
H 3.39502 11.56539 3.54980
H 3.13355 11.29230 5.29395
H 0.84586 10.51374 4.86743
H 1.18059 10.18480 3.16778
H 0.49170 12.66607 1.65989
H 2.09834 12.34751 2.05392
H 1.23971 15.10485 2.07527
H 2.63840 14.42627 2.91233
H -0.18770 14.77893 4.20061
H 1.20998 15.33389 4.90868
H 0.07044 12.98484 5.54968
H 1.87794 12.92234 5.32816
H -0.98113 12.75469 2.85152
H -1.20802 11.83818 4.40983
H -1.21266 9.85772 3.28025
H -0.23751 10.47996 1.90585
H -2.81203 9.96220 1.49533
H -2.07757 11.36901 0.76383
H -3.06345 11.47539 2.27707
C 10.78735 -1.90675 4.70814
C 11.01191 -2.38946 3.33567
C 11.50939 -3.83928 3.06489
C 11.25553 -4.39736 1.64905
N 12.01555 -5.62192 1.35021
C 11.49604 -6.84807 2.27471
C 11.42653 -8.02096 1.33494
C 10.87943 -7.35626 0.04718
C 11.72997 -6.04508 -0.04441
C 13.53937 -5.50047 1.65560
C 14.20926 -4.44552 0.80317
C 15.68626 -4.06812 1.33690
H 10.68197 -2.47078 5.64549
H 10.04689 -1.09790 4.60833
H 11.73591 -1.25563 4.76817
H 11.41259 -1.54717 2.68643
H 10.28365 -2.58811 2.52663
H 11.27108 -4.58323 3.80231
H 12.60288 -3.50375 3.06531
H 11.51074 -3.64681 0.91598
H 10.18006 -4.54753 1.59884
H 12.18725 -6.89275 3.10659
H 10.47430 -6.61514 2.54451
H 12.35769 -8.51602 1.22167
H 10.75867 -8.77285 1.70603
H 11.06687 -7.96353 -0.84318
H 9.84381 -7.19992 0.04899
H 12.69318 -6.14815 -0.53764
H 11.14900 -5.22632 -0.54185
H 13.93778 -6.51028 1.47928
H 13.64152 -5.30344 2.71072
H 13.61303 -3.51512 0.61948
H 14.17875 -4.80130 -0.25357
H 16.07956 -3.28781 0.76029
H 16.27788 -4.95964 1.37003
H 15.68445 -3.62517 2.31770
C -13.67746 -1.74634 1.58698
C -12.31595 -1.18539 1.17264
C -11.26636 -1.47014 2.20171
C -11.27998 -2.96927 2.50375
N -10.59471 -3.42654 3.81810
C -10.66336 -4.81980 4.04449
C -10.85272 -4.97918 5.57839
C -10.92338 -3.58908 6.17414
C -11.36063 -2.75070 4.97748
C -9.09404 -2.99584 3.88900
C -8.42990 -3.22375 2.57771
C -6.88562 -2.89346 2.69588
H -13.82467 -2.83278 1.61537
H -14.49703 -1.30683 1.02336
H -13.79176 -1.48523 2.62254
H -12.46194 -0.10156 1.21744
H -12.00730 -1.47453 0.19006
H -11.52795 -0.95808 3.08964
H -10.25700 -1.05214 1.89058
H -10.99770 -3.64614 1.63173
H -12.27804 -3.20843 2.60590
H -9.80010 -5.26443 3.59170
H -11.54893 -5.15059 3.54138
H -10.06975 -5.60453 6.04867
H -11.74912 -5.56202 5.76742
H -9.97912 -3.26614 6.62762
H -11.65937 -3.47827 6.96783
H -11.11874 -1.67364 4.99640
H -12.40738 -2.76877 4.79568
H -8.72100 -3.58098 4.72479
H -9.25483 -1.96259 4.08636
H -8.78669 -2.66127 1.75767
H -8.51909 -4.31932 2.27339
H -6.41405 -3.34390 1.86133
H -6.51370 -3.28464 3.66250
H -6.77118 -1.77180 2.64743
C -2.49880 -3.27032 4.62714
C -1.79922 -2.14404 5.31918
C -0.67042 -2.56771 6.22548
C -0.10306 -1.32743 6.91823
N 1.21966 -1.53015 7.52275
C 1.60165 -0.19432 8.26912
C 1.58230 -0.59430 9.72775
C 2.07015 -2.05285 9.72297
C 1.23029 -2.59912 8.57976
C 2.29646 -1.91731 6.43835
C 2.41506 -0.97215 5.23725
C 3.41473 -1.69853 4.31983
H -1.72832 -3.89861 4.17117
H -3.05717 -2.76677 3.89297
H -3.06227 -3.84575 5.37555
H -2.49296 -1.50671 5.87154
H -1.30211 -1.51551 4.51981
H 0.16104 -2.99939 5.62562
H -0.90514 -3.26755 7.00208
H -0.83937 -1.12018 7.68375
H -0.02923 -0.50758 6.23960
H 2.57619 0.09093 7.83126
H 0.89269 0.58946 7.99067
H 2.17059 0.01370 10.38183
H 0.55590 -0.50021 10.08173
H 3.14130 -2.12647 9.50314
H 1.86091 -2.59464 10.65912
H 1.53203 -3.57252 8.16794
H 0.23103 -2.74514 8.97882
H 2.14576 -2.95369 6.12257
H 3.26388 -2.02481 6.94263
H 2.81021 -0.01688 5.57963
H 1.42794 -0.86160 4.80893
H 3.00105 -2.49613 3.74331
H 4.21846 -2.04020 4.98257
H 3.94556 -1.05435 3.56250
C -7.14022 -1.62816 -3.90311
C -5.64085 -1.89451 -3.55580
C -4.68865 -1.76586 -4.78983
C -4.85381 -2.93578 -5.83412
N -4.38073 -2.53691 -7.24714
C -5.24218 -1.39374 -7.83589
C -5.94001 -1.97229 -9.10012
C -6.03880 -3.45971 -8.77129
C -4.70984 -3.76171 -8.14976
C -2.89948 -2.15925 -7.20988
C -1.98425 -3.16122 -6.49364
C -0.57226 -2.68121 -6.74265
H -7.66773 -1.11119 -3.14494
H -7.69573 -2.55356 -3.92359
H -7.26684 -1.22580 -4.90946
H -5.48537 -2.89647 -3.16960
H -5.21854 -1.16318 -2.85789
H -3.64895 -1.73301 -4.41238
H -4.73149 -0.79432 -5.31972
H -5.90485 -3.16943 -5.87630
H -4.34917 -3.85389 -5.64937
H -4.51498 -0.55968 -8.06264
H -5.91408 -1.10387 -7.02031
H -5.35948 -1.75877 -9.99650
H -6.90138 -1.57635 -9.34807
H -6.21248 -4.09889 -9.63098
H -6.95048 -3.63216 -8.19462
H -3.90339 -3.82008 -8.91115
H -4.64153 -4.66164 -7.52514
H -2.83436 -1.20758 -6.70181
H -2.67422 -2.05378 -8.23164
H -2.06545 -4.13789 -6.85148
H -2.31429 -3.07842 -5.46628
H 0.19643 -3.40224 -6.40193
H -0.44668 -1.77709 -6.13955
H -0.33984 -2.54552 -7.79009
C -2.60545 6.11749 5.71700
O -3.84102 6.12139 5.08228
C -4.99060 5.92200 5.91040
C -6.10988 5.58169 4.94770
N -5.70614 4.33997 4.30920
H -4.75919 4.21230 3.96712
H -5.80281 2.76848 6.06526
C -6.67443 3.72631 3.38764
C -5.97539 2.88647 2.20660
O -5.06409 3.56363 1.39175
C -5.73136 4.70503 0.83895
H -2.42588 5.23953 6.34196
H -2.45835 7.05288 6.32327
H -1.86510 6.11871 4.89395
H -5.24806 6.80771 6.51410
H -4.81370 5.02594 6.62024
H -6.18083 6.39189 4.19539
H -7.02145 5.48268 5.50913
H -7.38765 4.42867 2.95380
H -7.32088 3.04531 3.96022
H -6.74310 2.27704 1.66821
H -5.35641 2.14747 2.79823
H -4.88721 5.22668 0.31865
H -6.15744 5.36883 1.57472
H -6.45971 4.36819 0.06554
C 4.20580 0.51780 1.18155
O 3.04570 0.05502 0.54995
C 3.38882 -1.03457 -0.44179
C 2.02976 -1.57909 -0.86404
N 1.19477 -0.57970 -1.52461
H 1.06042 0.18148 -0.86673
H 2.26414 0.42958 -2.98733
C -0.14119 -0.89781 -1.93371
C -1.24510 -1.36056 -0.92190
O -1.02228 -0.69201 0.29690
C -2.18423 -0.60803 1.12791
H 4.22251 0.24143 2.24672
H 4.43347 1.56943 1.03296
H 5.07537 -0.04057 0.79839
H 4.04553 -1.74048 0.03277
H 3.88079 -0.46351 -1.24267
H 1.60473 -1.88665 0.10222
H 2.12298 -2.50980 -1.46077
H -0.04690 -1.83706 -2.50585
H -0.50556 -0.06268 -2.54554
H -1.25278 -2.45241 -0.81887
H -2.19583 -0.99909 -1.26659
H -3.00732 -0.26823 0.46443
H -2.05755 0.08806 1.97579
H -2.44720 -1.60998 1.48869
C -4.09276 -10.42086 0.59878
O -3.30818 -11.55381 0.15888
C -4.08571 -12.44134 -0.75752
C -3.44655 -13.82986 -0.66359
N -1.97650 -13.65379 -0.86219
H -1.63859 -13.35577 0.02657
H -1.66561 -14.61417 -1.10148
C -1.43152 -12.87595 -1.98593
C 0.09729 -12.98724 -2.08652
O 0.59435 -12.20147 -0.84084
C 1.77131 -11.70691 -1.00310
H -3.37096 -9.82807 1.16006
H -5.12467 -10.68908 1.01949
H -4.38363 -9.73352 -0.20013
H -4.12533 -11.99042 -1.73611
H -5.16104 -12.50075 -0.44901
H -3.84648 -14.43618 -1.41103
H -3.64352 -14.26744 0.34499
H -1.90169 -11.89579 -1.94981
H -1.81131 -13.26593 -2.91241
H 0.53923 -12.55170 -2.99941
H 0.41600 -14.05325 -2.00614
H 2.30254 -11.82028 -1.97971
H 3.39671 -13.96386 2.80885
H 2.40000 -11.37447 -0.18527
C -0.22716 4.23935 -3.81999
O -0.94319 4.77091 -4.93781
C -0.20523 5.83038 -5.45413
C -1.10087 6.61486 -6.40782
N -1.78052 5.66378 -7.40469
H -1.01718 5.19967 -7.97596
H -2.24412 4.85755 -6.95387
C -2.74796 6.37662 -8.22328
C -3.53607 5.28870 -8.95774
O -3.73344 4.29310 -8.01142
C -4.85604 3.44539 -8.33496
H -0.98845 3.82572 -3.21726
H 0.31038 5.03566 -3.25544
H 0.48691 3.50325 -4.17551
H 0.74056 5.51809 -5.93235
H 0.06234 6.54885 -4.69519
H -0.54596 7.32513 -7.05874
H -1.95606 7.05134 -5.84478
H -2.18734 6.95710 -8.91255
H -3.38357 6.96151 -7.55590
H -2.90187 4.94951 -9.81337
H -4.44117 5.75037 -9.29749
H -5.69278 4.11787 -8.39153
H -5.04069 2.80457 -7.48743
H -4.75984 2.87095 -9.26013
C -5.29568 0.91022 6.44695
O -4.11487 1.06758 5.65394
O -5.80522 2.09052 6.78608
C -6.29093 0.03382 5.60707
F -7.50434 0.05896 6.08308
F -6.40020 0.68535 4.39276
F -5.89372 -1.22521 5.38407
C -3.12642 1.95973 6.09265
C -2.29648 2.50772 4.88854
H -1.35946 1.94528 4.68746
H -2.94007 2.51400 4.01385
H -1.94169 3.55173 5.06357
H -2.48233 1.54777 6.84391
H -3.75240 2.68000 6.60780
H -5.22331 0.37853 7.35185
C 2.34998 0.06302 -4.91739
O 3.49377 0.12095 -5.69322
O 2.44861 0.86660 -3.79370
C 1.26304 0.71569 -5.84940
F 0.01809 0.67664 -5.29732
F 1.58993 2.08195 -5.99022
F 1.24459 0.15192 -7.05368
C 3.97095 -1.09406 -6.29434
C 5.07789 -1.92183 -5.52556
H 4.77360 -2.12416 -4.47970
H 5.29204 -2.89269 -5.96016
H 5.95820 -1.30869 -5.40132
H 4.40402 -0.77160 -7.27399
H 3.21696 -1.82587 -6.52648
H 1.85963 -0.87331 -4.68875
```

Properties
**Total energy**: -5793.96870 Eh
**F_max**: 0.1668 Eh/bohr
**Net charge**: +8